1.
Below is 2 unconnected molecules or ions with the total composition C4H14NO in a non-equilibrium geometry, with properties calculated with wB97M-V/def2-TZVPD.

```
20
Properties=species:S:1:pos:R:3:forces:R:3
C -1.62870 -0.97220 -1.01914 -0.246 0.507 -1.298
C 0.06148 -1.44369 0.64135 -0.102 -1.237 0.483
C 0.14452 0.65683 -0.43115 -0.502 1.502 -0.505
C -1.75079 0.18618 1.16829 0.702 0.141 0.414
N -0.81671 -0.36861 0.07425 0.198 -0.731 1.120
H -0.94995 -1.44993 -1.74556 -0.272 0.240 0.359
H -2.14102 -0.13152 -1.51652 0.117 -0.447 0.108
H -2.38617 -1.71073 -0.70702 0.568 0.439 0.431
H -0.58857 -2.22950 1.06152 0.322 0.292 -0.191
H 0.75136 -1.09893 1.42991 -0.536 0.241 -0.411
H 0.65524 -1.87993 -0.17947 -0.286 0.294 0.335
H 0.86465 0.95705 0.34853 -0.518 -0.350 -0.188
H -0.46429 1.53498 -0.70468 0.415 -0.237 -0.011
H 0.70661 0.32740 -1.32117 -0.464 -0.242 0.473
H -2.55989 0.83840 0.79872 0.616 -0.382 -0.378
H -1.11001 0.77173 1.84883 -0.325 -0.273 -0.247
H -2.20086 -0.64490 1.73693 0.324 0.218 -0.487
O 4.79031 2.00145 -0.38682 -1.204 0.520 -0.300
H 4.20834 2.54354 0.19258 0.711 -0.469 -0.640
H 4.41438 2.11233 -1.28940 0.482 -0.026 0.933
```
Positions in Å, forces in eV/Å.

Calculated values
- gap between HOMO and LUMO (eV) = 11.0
- total charge = +1
- ΔE to the lowest compared entry with this formula, charge and spin (kcal/mol) = 31.2
- lowest unoccupied orbital energy (eV) = -2.992
- strongest force on any atom (eV/A) = 1.7


2.
Below is 2 unconnected molecules or ions with the total composition C4H14NO in a non-equilibrium geometry, with properties calculated with wB97M-V/def2-TZVPD.

```
20
Properties=species:S:1:pos:R:3:forces:R:3
C 1.83757 0.16540 -0.54078 -0.042 2.517 0.479
C 0.76985 0.03477 0.71082 3.363 -1.255 -3.346
N -0.38746 -0.69021 0.14039 0.887 -1.874 -0.954
C -0.21368 -2.28120 -0.10039 -3.240 1.008 1.014
C 0.36229 1.34389 1.24876 1.002 2.581 -0.793
H 1.70712 1.12728 -1.14984 -0.646 -1.399 0.566
H 2.80567 0.43750 -0.11080 -0.027 -0.391 0.384
H 2.06149 -0.65408 -1.23135 -0.682 -0.234 0.446
H 1.37777 -0.62897 1.32539 -0.861 -0.024 0.697
H -0.71386 -0.14541 -0.70646 0.121 -1.044 0.867
H -1.12397 -0.64536 0.80582 -1.050 0.175 0.613
H 0.04625 -2.53138 -1.08721 1.178 0.310 -1.209
H -1.34481 -2.53155 -0.15477 1.939 -0.262 0.770
H 0.38718 -2.85057 0.67677 -0.921 1.316 -0.788
H -0.65934 1.55680 1.03449 -1.024 0.073 -0.531
H 0.38969 1.48656 2.32029 0.683 -0.130 0.218
H 0.94112 2.17151 0.66505 -0.897 -1.271 1.533
H -3.44155 1.42736 -1.00661 -4.870 1.077 0.699
H -2.21643 1.98060 -1.70937 -0.981 -1.766 1.349
O -2.58490 1.22706 -1.13021 6.068 0.595 -2.011
```
Positions in Å, forces in eV/Å.

Calculated values
- gap between HOMO and LUMO (eV) = 12.8
- total charge = +1
- ΔE to the lowest compared entry with this formula, charge and spin (kcal/mol) = 46.9
- lowest unoccupied orbital energy (eV) = -2.933
- strongest force on any atom (eV/A) = 6.4


3.
Below is 2 unconnected molecules or ions with the total composition C4H14NO in a non-equilibrium geometry, with properties calculated with wB97M-V/def2-TZVPD.

```
20
Properties=species:S:1:pos:R:3:forces:R:3
C 0.00000 0.00000 0.00000 0.759 -1.534 0.294
C -1.21513 1.74538 1.10321 -1.324 -0.080 0.610
C 0.76723 2.23561 -0.17258 2.562 0.632 0.291
C -1.13691 1.66220 -1.28173 -2.225 0.766 -3.277
N -0.41718 1.40626 -0.11417 0.609 -0.105 2.634
H -0.85184 -0.68293 0.15682 0.220 0.578 -0.081
H 0.67397 -0.07265 0.87011 -0.462 -0.135 -0.400
H 0.55017 -0.32452 -0.89923 -0.292 0.371 0.283
H -1.46563 2.81764 1.16735 0.301 -0.434 -0.410
H -0.74045 1.43773 2.05012 0.148 -0.054 -0.723
H -2.14926 1.17288 0.97567 0.305 0.318 0.360
H 1.30821 1.98878 -1.10157 -0.132 0.160 0.442
H 1.40396 1.96733 0.68720 -0.172 0.270 -0.403
H 0.58530 3.32326 -0.14980 -0.401 -0.630 -0.010
H -0.55304 1.31305 -2.14995 -0.312 0.189 0.319
H -1.27354 2.75349 -1.36553 -0.120 -0.489 -0.123
H -2.12877 1.18041 -1.30806 0.496 0.085 0.185
O 0.30181 -0.74057 3.24404 0.312 0.630 0.879
H -0.14756 -0.91928 4.10100 0.501 0.129 -0.838
H 1.10293 -0.22349 3.48714 -0.773 -0.666 -0.034
```
Positions in Å, forces in eV/Å.

Calculated values
- gap between HOMO and LUMO (eV) = 12.3
- total charge = +1
- ΔE to the lowest compared entry with this formula, charge and spin (kcal/mol) = 26.1
- lowest unoccupied orbital energy (eV) = -2.835
- strongest force on any atom (eV/A) = 4.0


4.
Below is 2 unconnected molecules or ions with the total composition C4H14NO2 in a non-equilibrium geometry, with properties calculated with wB97M-V/def2-TZVPD.

```
21
Properties=species:S:1:pos:R:3:forces:R:3
O -1.60931 -0.31793 1.24524 -0.640 -0.272 0.774
C -0.77619 0.77943 1.47639 0.669 1.877 -2.706
C 0.29142 0.99243 0.23639 -4.827 -1.256 0.978
N 0.51185 -0.45750 -0.29335 -0.513 1.753 1.343
C 0.97195 -0.54401 -1.71404 -0.139 -1.144 0.143
C 1.48215 1.81743 0.62989 -0.663 0.390 0.645
H -2.47013 -0.15429 1.70763 0.906 -0.384 -0.578
H -1.43314 1.67096 1.40838 0.634 0.017 0.510
H -0.14852 0.78842 2.31531 0.257 -0.436 1.819
H -0.53830 1.41759 -0.48262 2.593 -0.358 0.531
H -0.42702 -0.81501 0.04991 0.386 -0.666 -1.840
H 1.10455 -0.98892 0.41618 0.649 0.095 -0.310
H 0.27393 -1.11916 -2.32374 0.303 -0.355 0.368
H 1.03420 0.39198 -2.18417 -0.376 1.690 -0.139
H 2.01556 -0.87595 -1.78312 -0.413 -0.644 0.421
H 1.16555 2.81698 1.06934 0.131 -1.029 -0.805
H 1.93842 1.93764 -0.33336 1.328 0.596 -0.041
H 2.10395 1.34275 1.42830 -0.352 0.096 -1.070
H -1.38149 -3.49445 -0.70280 0.116 -0.993 0.103
H -2.46550 -2.58832 -1.30877 -1.219 -0.235 -0.632
O -1.64394 -2.60006 -0.85701 1.167 1.258 0.489
```
Positions in Å, forces in eV/Å.

Calculated values
- gap between HOMO and LUMO (spin up / spin down) (eV) = 3.4 / 11.3
- ΔE to the lowest compared entry with this formula, charge and spin (kcal/mol) = 70.5
- lowest unoccupied orbital energy (spin up / spin down) (eV) = 0.895 / 0.656
- multiplicity = 2
- ⟨S²⟩ = 0.75
- strongest force on any atom (eV/A) = 5.1


5.
Below is 2 unconnected molecules or ions with the total composition C4H14NO2 in a non-equilibrium geometry, with properties calculated with wB97M-V/def2-TZVPD.

```
21
Properties=species:S:1:pos:R:3:forces:R:3
C -1.30938 -0.26350 1.34876 -0.910 1.005 -2.324
C -0.76592 0.01220 -0.05661 0.769 -1.349 -1.311
C -0.59771 1.41612 -0.60787 0.438 1.053 2.377
C -0.03526 1.58530 -1.98133 1.128 0.956 -0.308
O 1.33990 1.14823 -2.00632 -0.160 -0.292 0.260
N 0.53843 -0.80799 -0.20965 -0.442 0.867 -0.286
H -1.32174 -1.35281 1.37908 0.304 0.099 0.991
H -0.77693 0.38485 2.02215 0.379 -0.532 0.919
H -2.35812 0.06498 1.32769 0.057 -0.046 0.201
H -1.36521 -0.53065 -0.80698 -0.398 0.084 0.315
H 0.06974 1.98370 0.05637 0.353 -0.253 -0.019
H -1.49743 1.99674 -0.37459 -0.522 -0.325 -0.809
H -0.00651 2.62511 -2.31960 -0.478 0.130 0.469
H -0.55219 1.07431 -2.74019 -0.897 -1.004 -0.854
H 1.87195 1.80533 -2.45506 0.139 0.023 -0.086
H 0.30175 -1.76248 -0.64718 -0.088 -0.309 -0.130
H 1.01514 -0.97927 0.66831 0.230 -0.013 0.483
H 1.18113 -0.33236 -0.85969 0.059 -0.134 0.095
H -0.02968 -1.76885 3.15221 -0.037 0.066 0.006
H 0.51010 -3.11579 3.59848 0.110 0.067 -0.257
O 0.56182 -2.47469 2.87467 -0.035 -0.094 0.269
```
Positions in Å, forces in eV/Å.

Calculated values
- gap between HOMO and LUMO (spin up / spin down) (eV) = 3.5 / 11.7
- ΔE to the lowest compared entry with this formula, charge and spin (kcal/mol) = 41.3
- lowest unoccupied orbital energy (spin up / spin down) (eV) = 0.702 / 0.542
- multiplicity = 2
- ⟨S²⟩ = 0.75
- strongest force on any atom (eV/A) = 2.7


6.
Below is 3 unconnected molecules or ions with the total composition C4H14NO2 in a non-equilibrium geometry, with properties calculated with wB97M-V/def2-TZVPD.

```
21
Properties=species:S:1:pos:R:3:forces:R:3
C -0.57110 -2.62530 1.21218 -2.533 0.066 0.371
C 0.08067 -1.64528 0.25880 2.345 0.252 0.827
C 0.01997 -0.22931 0.90497 -0.462 0.336 0.990
C -2.19996 0.80364 0.88556 -1.410 0.547 -0.678
N -1.10206 0.54864 0.31007 -0.225 -0.907 -0.631
H -0.30203 -2.49343 2.26619 0.284 0.436 -0.312
H -0.50655 -3.68879 1.09121 0.705 -0.488 -0.894
H -1.67594 -2.49462 1.17084 0.399 0.151 0.224
H -0.25263 -1.51833 -0.77049 -0.531 -0.660 0.056
H 1.14558 -1.99400 0.15658 -0.749 0.844 0.050
H 0.92566 0.37770 0.95902 0.019 -0.057 -0.909
H -0.29879 -0.24463 1.95130 0.228 -0.589 0.038
H -2.42336 0.58516 1.91547 0.533 -0.043 0.412
H -3.05336 1.23400 0.30814 0.980 -0.314 0.300
H -1.12135 0.62330 -0.71434 0.626 0.576 -0.120
H 3.39934 2.21895 -0.97614 0.999 0.023 0.052
H 3.99348 1.07255 0.04698 0.551 0.643 -0.539
O 3.24416 1.51176 -0.35654 -1.623 -0.714 0.523
H 0.42258 0.72040 -2.98889 0.250 0.208 -0.323
H -0.32509 2.11151 -2.88164 0.297 -0.465 -0.132
O -0.28410 1.19982 -2.55807 -0.678 0.155 0.697
```
Positions in Å, forces in eV/Å.

Calculated values
- gap between HOMO and LUMO (eV) = 10.0
- total charge = +1
- ΔE to the lowest compared entry with this formula, charge and spin (kcal/mol) = 45.5
- lowest unoccupied orbital energy (eV) = -4.501
- strongest force on any atom (eV/A) = 2.6